# 1
An isolated ion of composition C7H10N3 and charge +1. Source: OMol25; level of theory: wB97M-V/def2-TZVPD.

Geometry (Å):
C: -3.300 -0.751 0.035
C: -3.217 0.771 -0.046
C: -1.258 -0.093 -0.129
C: 2.329 0.731 0.238
C: 2.325 -0.617 -0.389
C: 0.864 1.129 -0.080
C: 1.070 -1.251 0.215
N: -2.080 -1.200 -0.069
N: -1.994 1.112 -0.128
N: 0.150 -0.138 0.053
H: -4.248 -1.218 0.214
H: -4.100 1.395 0.007
H: 2.382 0.664 1.239
H: 2.873 1.536 -0.267
H: 2.241 -0.575 -1.438
H: 3.196 -1.166 -0.175
H: 0.329 1.880 0.690
H: 0.748 1.451 -1.049
H: 0.563 -2.069 -0.148
H: 1.127 -1.593 1.228

The calculation puts the LUMO energy at -6.789 eV. Its spin multiplicity is 1. The value obtained for the total energy is -436.65823 hartree. For the frontier orbital gap, the calculation gives 0.3024 Ha. As for the net charge: +1. For the HOMO energy, the calculation gives -15.017 eV.

# 2
One molecule with the formula C2H4ClN. Source: OMol25; level of theory: wB97M-V/def2-TZVPD.

Geometry (Å):
C: -0.512 -0.700 0.147
C: -0.248 0.770 -0.202
N: 0.533 -0.291 -0.787
Cl: 2.356 -0.064 0.250
H: -0.068 -1.143 1.085
H: -1.492 -1.053 -0.311
H: -0.932 1.355 -0.765
H: 0.363 1.127 0.583

The calculation puts the LUMO energy at -1.276 eV. Its spin multiplicity is 1. The value obtained for the total energy is -593.42184 hartree. For the frontier orbital gap, the calculation gives 0.3290 Ha. For the HOMO energy, the calculation gives -10.227 eV.

# 3
A 3-piece molecular cluster, C24H45N4O2 overall. Source: OMol25; level of theory: wB97M-V/def2-TZVPD.

Geometry (Å):
C: 1.691 0.705 1.120
C: 1.506 -0.618 1.815
C: 2.268 -0.973 2.928
C: 2.101 -2.200 3.552
C: 1.154 -3.100 3.084
C: 0.374 -2.758 1.984
C: -0.685 -3.709 1.478
N: -2.022 -3.141 1.711
C: -2.746 -2.582 0.825
C: -3.943 -1.921 1.431
O: -5.102 -1.891 0.665
N: -5.266 -0.506 0.050
O: -4.990 -0.521 -1.055
C: -4.046 -2.552 2.835
C: -2.635 -3.142 3.056
C: 0.552 -1.530 1.364
H: 0.731 1.170 0.890
H: 2.239 0.556 0.187
H: 2.249 1.389 1.761
H: 3.006 -0.287 3.330
H: 2.705 -2.443 4.417
H: 1.022 -4.063 3.565
H: -0.627 -4.653 2.020
H: -0.588 -3.880 0.403
H: -2.469 -2.580 -0.225
H: -3.595 -0.880 1.595
H: -4.223 -1.746 3.545
H: -4.817 -3.315 2.915
H: -2.023 -2.614 3.788
H: -2.693 -4.192 3.353
H: -0.046 -1.262 0.494
C: -4.253 2.799 -1.135
C: -4.946 4.046 -1.664
N: -4.665 4.293 -3.065
C: -5.077 5.615 -3.511
C: -6.573 5.948 -3.505
C: -4.964 3.194 -3.969
C: -6.400 2.655 -3.998
H: -3.178 2.852 -1.320
H: -4.416 2.717 -0.058
H: -4.641 1.895 -1.602
H: -4.584 4.911 -1.103
H: -6.023 3.968 -1.446
H: -4.680 5.766 -4.518
H: -4.558 6.342 -2.879
H: -7.107 5.458 -4.318
H: -6.707 7.023 -3.631
H: -7.050 5.668 -2.565
H: -4.293 2.366 -3.726
H: -4.672 3.509 -4.973
H: -6.807 2.527 -2.993
H: -6.416 1.678 -4.485
H: -7.075 3.303 -4.553
C: 8.528 -1.073 -1.515
C: 8.079 -1.666 -0.189
N: 7.270 -0.751 0.596
C: 7.064 -1.180 1.967
C: 6.257 -2.462 2.212
C: 6.098 -0.210 -0.069
C: 5.051 -1.199 -0.604
H: 9.048 -0.127 -1.358
H: 9.211 -1.761 -2.013
H: 7.692 -0.898 -2.193
H: 8.964 -1.903 0.407
H: 7.572 -2.626 -0.384
H: 6.588 -0.353 2.503
H: 8.048 -1.299 2.428
H: 5.192 -2.310 2.033
H: 6.372 -2.771 3.254
H: 6.596 -3.290 1.590
H: 6.430 0.417 -0.900
H: 5.620 0.480 0.632
H: 5.507 -2.023 -1.154
H: 4.385 -0.683 -1.300
H: 4.434 -1.612 0.193

The calculation puts the LUMO energy at -4.074 eV. Its spin multiplicity is 1. The value obtained for the total energy is -1310.59858 hartree. For the frontier orbital gap, the calculation gives 0.2079 Ha. As for the net charge: +1. For the HOMO energy, the calculation gives -9.730 eV.

# 4
One molecule with the formula C19H13Cl2F3N4O2. Source: OMol25; level of theory: wB97M-V/def2-TZVPD.

Geometry (Å):
C: 0.779 0.267 -4.294
C: 0.367 0.975 -3.046
N: 0.693 2.157 -2.688
O: 1.519 2.887 -3.555
C: 2.832 2.609 -3.650
O: 3.490 3.200 -4.464
C: 3.399 1.577 -2.731
C: 4.337 0.685 -3.244
C: 4.894 -0.285 -2.434
C: 4.521 -0.349 -1.099
C: 3.614 0.554 -0.567
C: 3.052 1.517 -1.385
H: 2.351 2.227 -0.974
H: 3.352 0.504 0.478
Cl: 5.203 -1.566 -0.081
H: 5.613 -0.985 -2.829
H: 4.619 0.761 -4.283
C: -0.463 0.240 -2.116
C: -0.834 0.585 -0.843
N: -1.599 -0.450 -0.370
C: -1.659 -1.388 -1.392
N: -0.976 -0.998 -2.418
C: -2.384 -2.671 -1.284
H: -3.457 -2.495 -1.250
H: -2.101 -3.202 -0.378
H: -2.143 -3.277 -2.153
C: -2.181 -0.550 0.885
N: -3.388 -1.091 0.928
C: -4.025 -1.213 2.072
C: -3.474 -0.785 3.274
C: -2.193 -0.244 3.265
C: -1.521 -0.132 2.059
Cl: 0.101 0.442 2.053
H: -1.719 0.067 4.183
C: -4.234 -0.885 4.567
F: -3.443 -1.224 5.595
F: -4.807 0.285 4.899
F: -5.217 -1.791 4.516
H: -5.005 -1.668 2.024
H: -0.650 1.483 -0.296
H: 1.655 -0.349 -4.087
H: -0.026 -0.391 -4.609
H: 1.025 0.975 -5.084

The calculation puts the LUMO energy at -0.450 eV. Its spin multiplicity is 1. The value obtained for the total energy is -2321.32563 hartree. For the frontier orbital gap, the calculation gives 0.3105 Ha. For the HOMO energy, the calculation gives -8.898 eV.

# 5
An isolated ion of composition C10H17N2O3 and charge -1. Source: OMol25; level of theory: wB97M-V/def2-TZVPD.

Geometry (Å):
C: -2.372 -1.011 1.261
C: -3.219 -0.280 -1.127
C: -2.816 0.143 0.384
C: -1.607 1.127 0.444
C: -3.254 -1.825 1.991
C: -1.870 2.211 1.497
C: 4.634 0.395 -2.291
C: 3.847 -0.724 -1.433
C: 2.697 0.062 -0.804
C: 1.681 -0.607 0.154
N: -1.122 -1.057 1.545
N: -0.382 0.297 0.892
O: -3.230 0.738 -1.847
O: -3.552 -1.466 -1.287
O: 0.385 -0.147 -0.155
H: -3.716 0.627 0.519
H: -1.285 1.572 -0.429
H: -2.847 -2.212 2.899
H: -3.532 -2.735 1.368
H: -4.118 -1.276 2.290
H: -2.769 2.009 2.086
H: -2.035 3.209 0.961
H: -0.976 2.334 2.033
H: 4.027 0.699 -3.157
H: 4.789 1.283 -1.730
H: 5.616 -0.019 -2.458
H: 3.585 -1.571 -2.011
H: 4.535 -1.127 -0.629
H: 3.188 0.909 -0.442
H: 2.175 0.493 -1.674
H: 1.670 -1.725 -0.055
H: 1.875 -0.323 1.202

The calculation puts the LUMO energy at 3.131 eV. Its spin multiplicity is 1. The value obtained for the total energy is -726.38167 hartree. For the frontier orbital gap, the calculation gives 0.2683 Ha. As for the net charge: -1. For the HOMO energy, the calculation gives -4.170 eV.

# 6
An isolated ion of composition C10H10NO3S and charge -1. Source: OMol25; level of theory: wB97M-V/def2-TZVPD.

Geometry (Å):
C: -2.671 2.155 0.446
C: -2.986 1.027 -0.294
C: -1.344 2.389 0.774
C: -1.998 0.149 -0.688
C: -0.350 1.516 0.385
C: -0.651 0.367 -0.356
C: 1.941 -0.151 -0.536
C: 0.081 -1.915 -0.429
C: 1.126 -2.495 0.539
C: 2.529 -0.110 1.005
N: 0.295 -0.531 -0.801
O: 2.022 1.174 -1.015
O: 2.652 -1.005 -1.138
O: 3.417 0.560 1.430
S: 1.732 -1.445 1.920
H: -3.446 2.840 0.764
H: -4.016 0.830 -0.569
H: -1.083 3.258 1.364
H: -2.262 -0.720 -1.277
H: 0.671 1.716 0.664
H: 0.120 -2.546 -1.330
H: -0.916 -2.020 0.020
H: 0.713 -3.373 1.039
H: 2.022 -2.761 -0.017
H: 2.402 1.093 -1.899

The calculation puts the LUMO energy at 3.235 eV. Its spin multiplicity is 1. The value obtained for the total energy is -1065.75195 hartree. For the frontier orbital gap, the calculation gives 0.2671 Ha. As for the net charge: -1. For the HOMO energy, the calculation gives -4.034 eV.

# 7
One molecule with the formula H2NO2P. Source: OMol25; level of theory: wB97M-V/def2-TZVPD.

Geometry (Å):
N: 0.787 -0.236 -0.085
O: 1.225 -1.263 -0.537
O: 1.489 0.599 0.639
P: -0.782 0.475 -0.553
H: -1.927 -0.482 -0.263
H: -0.792 0.907 0.798

The calculation puts the LUMO energy at -0.550 eV. Its spin multiplicity is 1. The value obtained for the total energy is -547.64247 hartree. For the frontier orbital gap, the calculation gives 0.3836 Ha. For the HOMO energy, the calculation gives -10.988 eV.

# 8
A 2-piece molecular cluster, C15H19N3 overall. Source: OMol25; level of theory: wB97M-V/def2-TZVPD.

Geometry (Å):
C: -1.524 1.259 -1.667
C: -2.216 2.517 -0.997
C: -1.561 -0.036 -0.724
C: -1.939 -0.199 0.582
C: -0.942 -1.248 -1.287
C: -1.016 -2.205 -0.200
C: -0.590 -1.839 -2.556
C: -0.682 -3.611 -0.385
C: 0.030 -3.057 -2.627
C: -0.040 -3.982 -1.505
N: -1.700 -1.610 0.886
H: -1.961 1.131 -2.737
H: -0.538 1.612 -1.790
H: -1.901 3.062 -0.107
H: -2.128 0.551 1.301
H: -1.673 -2.028 1.931
H: -0.609 -1.301 -3.628
H: -0.822 -4.087 0.556
H: 0.339 -3.571 -3.448
H: 0.551 -4.897 -1.657
H: -3.163 2.037 -0.873
H: -2.369 3.132 -1.816
C: 1.995 1.947 2.767
C: 0.944 2.995 2.258
C: 2.217 0.989 1.599
C: 1.495 0.907 0.410
C: 2.670 -0.971 0.883
N: 3.002 -0.137 1.871
N: 1.821 -0.453 -0.041
H: 2.847 2.609 3.069
H: 1.566 1.540 3.648
H: 0.217 3.204 2.947
H: 0.815 1.483 -0.011
H: 3.312 -1.848 0.738
H: 1.517 -0.872 -0.902
H: 0.656 2.952 1.174
H: 1.382 4.025 2.339

The calculation puts the LUMO energy at 0.816 eV. Its spin multiplicity is 1. The value obtained for the total energy is -747.11599 hartree. For the frontier orbital gap, the calculation gives 0.3366 Ha. For the HOMO energy, the calculation gives -8.344 eV.

# 9
C44H116N4O16 as an isolated structure. Source: OMol25; level of theory: wB97M-V/def2-TZVPD.

Geometry (Å):
C: 0.347 15.574 5.164
O: 1.494 14.798 5.047
H: -0.310 15.507 4.297
H: -0.238 15.088 5.944
H: 0.630 16.618 5.297
H: 2.022 14.970 5.830
C: 1.105 14.908 9.356
O: 2.117 15.890 9.159
H: 0.216 15.225 9.903
H: 0.786 14.417 8.437
H: 1.558 14.079 9.900
H: 2.432 15.751 8.263
C: 2.230 15.173 2.805
O: 1.405 14.060 3.011
H: 2.278 15.492 1.764
H: 1.914 16.077 3.325
H: 3.281 14.936 2.966
H: 1.068 14.095 3.909
C: 4.661 15.839 7.849
O: 3.995 14.556 7.685
H: 5.435 15.785 8.615
H: 5.012 16.329 6.941
H: 3.908 16.482 8.306
H: 3.841 14.149 8.541
C: -0.996 17.368 8.501
O: -2.408 17.382 8.465
H: -0.366 16.749 7.862
H: -0.730 18.405 8.297
H: -0.674 17.227 9.532
H: -2.792 17.927 9.155
C: 1.651 22.487 7.551
O: 0.525 21.703 7.797
H: 1.886 23.243 8.300
H: 2.516 21.831 7.457
H: 1.586 23.067 6.630
H: 0.710 21.004 8.428
C: 3.208 19.117 9.907
O: 1.892 19.279 10.263
H: 3.428 20.072 9.429
H: 3.841 18.913 10.771
H: 3.285 18.276 9.218
H: 1.431 18.437 10.269
C: 7.010 17.516 4.839
O: 8.044 16.716 5.351
H: 6.058 17.009 4.999
H: 6.896 18.534 5.212
H: 7.157 17.664 3.769
H: 7.548 16.190 5.983
O: 4.988 19.148 7.509
H: 4.841 20.017 7.882
H: 5.941 19.063 7.469
O: 1.318 17.438 10.088
H: 0.661 17.083 10.687
H: 1.450 16.747 9.439
O: 0.714 20.386 9.143
H: 1.394 19.823 9.512
H: -0.056 20.221 9.689
O: 2.445 15.710 6.781
H: 2.588 16.621 6.526
H: 3.293 15.419 7.117
C: -2.409 22.394 2.469
C: -1.457 21.459 3.284
C: -0.715 20.328 2.427
C: 0.585 20.764 1.742
C: 1.574 21.346 2.762
C: 0.849 22.532 3.573
N: -0.462 22.131 4.120
O: -1.106 22.985 4.980
C: 1.792 22.717 4.678
C: 0.863 23.821 2.722
C: -2.279 20.609 4.267
H: -3.090 21.850 1.815
H: -1.782 23.076 1.895
H: -3.031 22.981 3.146
H: -0.407 19.453 2.998
H: -1.311 19.954 1.594
H: 0.290 21.545 1.041
H: 1.018 19.898 1.242
H: 2.366 21.746 2.127
H: 1.990 20.558 3.389
H: 1.858 21.939 5.438
H: 2.800 22.877 4.295
H: 1.604 23.637 5.232
H: 0.394 23.642 1.754
H: 0.426 24.686 3.220
H: 1.881 24.121 2.473
H: -2.792 19.750 3.836
H: -3.015 21.166 4.847
H: -1.614 20.112 4.973
H: -1.412 23.725 4.451
C: 5.199 17.140 1.799
C: 5.263 17.800 0.375
C: 3.895 17.520 -0.353
C: 2.798 18.467 -0.021
C: 3.167 19.968 0.005
C: 4.482 20.291 0.763
N: 5.490 19.304 0.440
O: 6.729 19.685 0.926
C: 4.823 21.716 0.418
C: 4.209 20.229 2.261
C: 6.372 17.153 -0.548
H: 5.186 16.070 1.591
H: 4.286 17.429 2.320
H: 6.054 17.388 2.427
H: 4.056 17.612 -1.427
H: 3.601 16.495 -0.127
H: 2.324 18.293 0.945
H: 1.997 18.160 -0.694
H: 2.404 20.518 0.556
H: 3.302 20.366 -1.002
H: 5.628 22.085 1.053
H: 5.022 21.736 -0.654
H: 3.986 22.390 0.602
H: 5.124 20.228 2.853
H: 3.752 21.121 2.689
H: 3.712 19.303 2.552
H: 7.357 17.435 -0.174
H: 6.239 17.435 -1.592
H: 6.476 16.069 -0.502
H: 6.387 19.955 1.782
C: 4.031 16.465 4.382
C: 3.499 17.929 4.794
C: 2.338 18.265 3.789
C: 1.278 19.273 4.252
C: 0.786 18.744 5.629
C: 1.928 18.585 6.662
N: 2.967 17.682 6.137
O: 3.953 17.402 7.072
C: 2.475 19.935 7.206
C: 1.321 17.851 7.869
C: 4.591 18.906 4.759
H: 3.260 15.699 4.470
H: 4.851 16.080 4.988
H: 4.376 16.384 3.351
H: 2.769 18.522 2.822
H: 1.710 17.410 3.536
H: 0.465 19.296 3.526
H: 1.853 20.199 4.259
H: 0.022 17.988 5.443
H: 0.232 19.614 5.981
H: 3.076 19.781 8.102
H: 3.041 20.469 6.442
H: 1.683 20.625 7.496
H: 0.749 18.534 8.497
H: 0.687 17.009 7.591
H: 1.985 17.439 8.630
H: 4.267 19.844 5.210
H: 4.959 19.201 3.777
H: 5.429 18.538 5.350
H: 4.293 18.278 7.269
C: -0.522 14.988 2.215
C: -1.418 16.172 1.693
C: -1.275 17.432 2.589
C: 0.079 18.181 2.351
C: 0.083 18.618 0.846
C: 0.048 17.355 -0.091
N: -1.138 16.542 0.223
O: -1.318 15.423 -0.611
C: -0.165 18.032 -1.489
C: 1.477 16.638 -0.092
C: -2.863 15.793 1.905
H: 0.518 15.298 2.317
H: -0.698 14.092 1.620
H: -0.728 14.616 3.219
H: -1.958 18.206 2.240
H: -1.502 17.127 3.610
H: 0.939 17.573 2.628
H: 0.232 19.000 3.055
H: 1.033 19.118 0.658
H: -0.741 19.307 0.659
H: -1.045 18.676 -1.467
H: 0.625 18.757 -1.684
H: -0.368 17.418 -2.366
H: 2.182 16.929 0.687
H: 1.445 15.550 -0.031
H: 2.032 16.938 -0.980
H: -3.053 15.635 2.966
H: -3.067 14.806 1.491
H: -3.616 16.500 1.557
H: -2.272 15.313 -0.579

The calculation puts the LUMO energy at -0.324 eV. Its spin multiplicity is 1. The value obtained for the total energy is -3166.49439 hartree. For the frontier orbital gap, the calculation gives 0.2711 Ha. For the HOMO energy, the calculation gives -7.700 eV.

# 10
C6H6N4O as an isolated structure. Source: OMol25; level of theory: wB97M-V/def2-TZVPD.

Geometry (Å):
C: 2.368 0.919 0.166
C: 1.242 -0.050 -0.022
C: 0.388 -1.866 -0.191
C: -0.734 -1.168 0.063
C: -2.099 -1.329 0.093
C: -0.834 1.444 0.044
H: 3.141 -0.040 0.139
H: 2.573 1.469 1.093
H: 2.363 1.502 -0.669
H: 0.537 -2.911 -0.523
H: -2.586 -2.192 -0.043
H: -2.688 1.929 0.287
N: 1.564 -1.261 -0.250
N: -2.709 -0.243 -0.063
N: -2.139 1.028 -0.044
N: -0.098 0.208 0.293
O: -0.293 2.561 -0.372

The calculation puts the LUMO energy at 0.239 eV. Its spin multiplicity is 1. The value obtained for the total energy is -526.37753 hartree. For the frontier orbital gap, the calculation gives 0.3370 Ha. For the HOMO energy, the calculation gives -8.931 eV.

# 11
One molecule with the formula C5H11N3O. Source: OMol25; level of theory: wB97M-V/def2-TZVPD.

Geometry (Å):
C: 1.374 -1.545 -0.206
C: 0.524 -0.352 -0.638
C: -1.222 1.331 0.195
C: -1.576 -1.040 0.186
C: -0.496 -0.017 0.418
N: 2.496 -1.226 0.288
N: 2.669 0.088 0.444
N: 3.942 0.481 -0.027
O: 1.612 0.823 -0.185
H: 0.937 -2.568 -0.336
H: 0.459 -0.154 -1.753
H: -1.958 1.311 -0.651
H: -0.395 2.023 -0.086
H: -1.644 1.762 1.202
H: -1.169 -1.993 0.310
H: -2.161 -1.033 -0.799
H: -2.334 -1.152 1.031
H: -0.125 0.117 1.442
H: 3.934 1.063 -0.821
H: 4.362 0.957 0.743

The calculation puts the LUMO energy at 1.011 eV. Its spin multiplicity is 1. The value obtained for the total energy is -436.43556 hartree. For the frontier orbital gap, the calculation gives 0.3419 Ha. For the HOMO energy, the calculation gives -8.292 eV.

Which of these has the highest LUMO energy? C10H10NO3S

The lowest frontier orbital gap belongs to which entry? C24H45N4O2

spin multiplicity of number 10 (C6H6N4O)? 1